No. 1
Density functional theory data (wB97M-V/def2-TZVPD) for C26H32ClGaO4 as an isolated structure at a distorted geometry.

```
64
Properties=species:S:1:pos:R:3:forces:R:3
O 4.52727 -1.82915 -4.65147 1.3 -0.9 -0.8
C 5.29484 -3.02814 -4.39183 0.5 -1.0 0.3
C 6.28876 -2.84282 -5.53537 -0.4 0.0 0.4
H 4.69190 -3.94112 -4.53456 0.1 0.4 0.4
H 5.80713 -3.01776 -3.41482 -0.5 0.0 -0.2
C 5.44885 -1.57134 -5.76714 0.3 0.4 -0.8
H 6.20039 -3.63614 -6.29078 0.2 0.5 0.1
H 7.32945 -2.70863 -5.20132 -0.4 0.1 -0.3
C 4.69452 -1.60594 -7.08319 -0.1 0.4 0.1
H 4.10668 -2.53048 -7.15691 0.3 0.2 -0.1
H 5.38825 -1.51185 -7.93344 -0.2 -0.1 0.3
H 3.99838 -0.76388 -7.11030 0.0 0.0 -0.1
C 6.18719 -0.27875 -5.48993 -0.2 0.1 -0.2
H 6.63395 -0.30677 -4.48631 0.0 0.0 -0.3
H 5.45691 0.53556 -5.51633 0.2 0.1 0.0
H 6.95931 -0.08660 -6.24971 -0.2 -0.1 0.3
Ga -0.56070 0.28506 0.51729 -1.1 -0.8 0.4
C 1.13001 2.12017 1.78696 0.1 -0.6 0.3
C 0.75198 0.79837 2.19110 0.5 0.8 -0.4
C 1.41881 -0.14837 1.26501 0.3 0.7 -0.2
H 0.34532 0.52144 3.16581 -0.3 0.1 -0.6
C 2.26301 0.65672 0.41923 -0.6 0.5 0.6
C 2.03493 2.01313 0.71085 0.5 -0.3 0.3
H 2.55419 2.83783 0.21331 -0.4 -0.3 0.2
H 0.80044 3.04683 2.27416 0.1 -0.6 -0.3
H 1.48166 -1.22623 1.42279 0.0 0.4 -0.1
H 3.02132 0.29522 -0.26149 -0.5 0.1 0.0
C -1.85970 1.47888 -0.81068 0.9 0.3 0.0
C -0.90135 2.39664 -1.36954 -0.1 -0.7 -0.2
C -0.09628 1.69724 -2.29773 -1.0 -0.2 0.0
H -0.83657 3.46105 -1.13451 0.0 -0.5 0.0
C -0.55484 0.35739 -2.39653 -0.5 0.5 0.7
C -1.59703 0.16234 -1.42600 0.6 0.3 -0.9
H -2.27104 -0.69509 -1.36271 0.3 0.3 0.0
H -2.80184 1.73097 -0.31675 0.6 -0.1 0.1
H 0.71591 2.12802 -2.88220 -0.2 -0.1 0.2
H -0.22597 -0.38718 -3.12121 0.1 0.1 0.5
O 1.65999 -2.21797 -3.13238 1.0 0.2 2.3
C 2.42827 -1.01997 -2.79234 0.0 0.4 0.0
C 3.69028 -1.45349 -1.99793 -0.6 -0.6 0.9
H 1.82204 -0.35051 -2.14287 0.2 -0.5 -0.5
H 2.70302 -0.46734 -3.70127 -0.3 -0.4 0.1
C 3.54351 -3.00221 -1.99760 -0.1 0.6 -1.1
H 3.52440 -1.16579 -0.94023 0.5 -0.1 -0.6
H 4.63206 -1.01540 -2.36964 -0.5 -0.4 0.1
C 2.01072 -3.10095 -1.98882 0.2 0.3 -0.6
H 4.14485 -3.53303 -1.24959 -0.5 0.2 0.1
H 3.84110 -3.34509 -2.99398 -0.3 -0.2 0.8
H 1.62624 -2.74792 -1.00933 -0.2 0.2 -0.6
H 1.58368 -4.08524 -2.17355 0.1 0.0 -0.2
Cl -6.21600 -4.77876 4.43528 -0.3 -0.2 0.2
C -4.99747 -3.88149 3.63422 1.2 0.5 -1.0
C -4.91864 -2.49244 3.77001 -0.1 -0.3 0.0
C -3.92832 -1.77746 3.09116 -0.7 -0.2 0.6
C -3.00874 -2.41791 2.26798 -0.3 0.0 0.3
C -3.09464 -3.81171 2.11140 -0.2 0.0 0.2
C -4.07982 -4.54582 2.79767 0.1 0.5 -0.1
C -2.00277 -1.54811 1.59712 1.1 1.0 -0.9
O -2.04636 -0.24709 1.79098 0.0 -1.5 -0.3
O -1.11234 -1.99290 0.81880 -0.8 0.3 0.8
H -5.65537 -1.99764 4.40583 0.3 0.0 -0.2
H -3.90090 -0.70051 3.22647 0.2 -0.2 -0.2
H -2.38759 -4.32056 1.45235 -0.2 0.2 0.2
H -4.15487 -5.62661 2.68199 0.1 0.3 0.0
```
Forces are in eV/Å.

Properties
Frontier orbital gap in eV: 8.42
LUMO energy in Eh: 0.010
2S+1: 1
HOMO energy in Ha: -0.299
Maximum force in eV/A: 2.50

No. 2
Density functional theory data (wB97M-V/def2-TZVPD) for a 2-piece molecular cluster, C5H5BrOS overall at a distorted geometry.

```
13
Properties=species:S:1:pos:R:3:forces:R:3
C 1.07609 -1.70425 1.08621 2.0 0.1 2.0
C 0.20190 -2.69921 0.76474 1.2 -1.2 2.8
C 0.99687 -0.76645 0.05100 1.9 1.0 1.4
C 0.12717 -1.25623 -0.85950 -2.0 0.3 -2.0
C -1.23258 2.75824 -0.90523 0.6 -0.2 0.5
O -0.42229 -2.39590 -0.34701 -1.1 0.2 -1.7
S -1.39531 1.90586 0.63620 0.4 -1.0 0.2
Br 2.34211 0.56784 -0.17797 -0.9 -0.4 0.0
H 1.83139 -1.59323 1.92183 -1.3 -0.6 -1.0
H 0.06618 -3.69409 1.27807 -0.2 1.4 -0.9
H -0.95192 3.78300 -0.70989 0.5 0.4 0.2
H -2.23461 2.84395 -1.28918 -0.1 -0.5 -1.1
H -0.40500 2.25047 -1.44926 -1.0 0.4 -0.3
```
Forces are in eV/Å.

Properties
Frontier orbital gap (spin up / spin down) in eV: 4.18 / 4.02
ΔE to the lowest compared entry with this formula, charge and spin in kJ/mol: 676.2
LUMO energy (spin up / spin down) in Eh: -0.138 / -0.133
2S+1: 1
HOMO energy (spin up / spin down) in Ha: -0.291 / -0.280
Maximum force in eV/A: 3.27

No. 3
Density functional theory data (wB97M-V/def2-TZVPD) for C2H2Cl2P2 as an isolated structure at a distorted geometry.

```
8
Properties=species:S:1:pos:R:3:forces:R:3
C -0.50845 -0.53091 0.31016 -2.2 -2.6 2.1
C 0.80912 -0.24609 0.18659 2.9 1.2 -1.0
P -1.86269 -1.14900 0.88753 1.6 -0.2 -0.4
P 1.54899 -0.37293 -1.35132 -4.6 -1.7 -0.7
Cl -2.07140 1.47773 -0.76503 -0.9 -0.2 0.9
Cl 1.69441 0.30867 1.60481 -0.4 0.0 -0.2
H -2.33116 0.36750 0.38553 0.1 2.1 -1.9
H 2.72118 0.14503 -1.25826 3.5 1.5 1.2
```
Forces are in eV/Å.

Properties
Frontier orbital gap (spin up / spin down) in eV: 6.43 / 6.14
ΔE to the lowest compared entry with this formula, charge and spin in kJ/mol: 212.1
LUMO energy (spin up / spin down) in Eh: -0.092 / -0.101
2S+1: 1
HOMO energy (spin up / spin down) in Ha: -0.328 / -0.326
Maximum force in eV/A: 4.94

No. 4
Density functional theory data (wB97M-V/def2-TZVPD) for C14H13BrN4OReS as an isolated structure at a distorted geometry.

```
35
Properties=species:S:1:pos:R:3:forces:R:3
Re -0.26057 0.05248 0.29352 0.6 -1.3 2.2
N 2.23101 -1.42650 3.47833 -0.5 0.1 -0.1
C 1.68685 -0.75521 2.44787 1.5 -0.2 0.0
S 0.00273 -0.29344 2.55431 -0.4 0.8 -1.0
N 2.44680 -0.44178 1.43188 -0.7 -0.1 0.1
N 1.75158 0.23874 0.44746 -0.1 0.1 0.0
C 2.52527 0.98602 -0.31108 0.0 -0.1 0.4
C 2.08768 1.93009 -1.25652 0.5 0.2 -0.2
C 3.06461 2.61625 -2.02077 0.0 -0.3 0.2
C 2.68909 3.61381 -2.87342 -0.2 0.2 -0.2
C 1.33245 3.96754 -2.96699 0.2 0.2 -0.1
C 0.36151 3.31797 -2.23360 -0.2 0.2 -0.2
C 0.74544 2.30082 -1.39039 -0.3 -0.6 0.6
O -0.22372 1.66194 -0.66803 -0.1 0.4 -0.8
H 1.71357 -1.59282 4.32364 0.0 0.0 0.1
H 3.22545 -1.58649 3.48885 0.0 0.0 0.0
H 3.58741 0.88233 -0.11281 0.0 0.0 -0.1
H 4.10747 2.33495 -1.91763 -0.1 0.0 0.0
H 3.42764 4.13630 -3.46529 0.0 0.0 0.0
H 1.03785 4.77565 -3.62439 0.0 0.0 0.0
H -0.68318 3.59268 -2.29781 0.0 0.0 0.0
C 0.85416 -5.49725 -0.23242 -0.1 0.1 0.0
C -0.13245 -4.36098 -0.13198 0.2 -0.2 0.1
C -1.50930 -4.56625 -0.15043 -0.2 -0.1 0.0
C -2.41390 -3.50445 -0.07999 -0.1 -0.4 0.0
C -1.86046 -2.26918 0.02209 -0.2 0.1 -0.1
Br -2.80960 -0.62050 0.09147 -0.2 0.2 0.0
N -0.54917 -2.02553 0.07649 0.3 0.4 -0.8
C 0.31439 -3.05396 -0.01229 0.0 0.1 0.0
H 0.34682 -6.45938 -0.24030 0.0 0.0 0.0
H 1.55145 -5.48766 0.60640 0.0 0.0 0.0
H 1.43836 -5.41531 -1.15010 0.0 0.0 0.0
H -1.89623 -5.57614 -0.22822 0.0 0.0 0.0
H -3.48545 -3.65104 -0.11014 0.1 0.0 0.0
H 1.36864 -2.80668 0.02799 0.0 0.0 0.0
```
Forces are in eV/Å.

Properties
Frontier orbital gap (spin up / spin down) in eV: 5.76 / 5.91
ΔE to the lowest compared entry with this formula, charge and spin in kJ/mol: 53.8
LUMO energy (spin up / spin down) in Eh: -0.333 / -0.331
2S+1: 2
HOMO energy (spin up / spin down) in Ha: -0.544 / -0.548
Net charge: +2
Maximum force in eV/A: 2.60

No. 5
Density functional theory data (wB97M-V/def2-TZVPD) for C38H37N5PdSb2 as an isolated structure at a distorted geometry.

```
83
Properties=species:S:1:pos:R:3:forces:R:3
Pd 0.66975 -0.47919 -0.40108 -0.1 0.3 0.8
C 3.93610 -1.23486 -2.61563 -0.1 0.0 0.1
Sb 2.95040 -1.57397 -0.74682 1.0 -0.6 -0.1
C 3.19936 -3.67986 -0.49417 -0.1 0.2 0.0
C 4.39483 -0.82734 0.63438 -0.2 0.0 -0.1
H 5.00357 -1.16010 -2.41510 0.0 0.0 0.0
H 3.58718 -0.32076 -3.09091 0.0 0.0 0.0
H 3.75332 -2.07834 -3.27868 0.0 0.0 0.0
H 4.26505 -3.89158 -0.56767 0.0 0.0 0.0
H 2.66445 -4.22118 -1.27138 0.0 0.0 0.0
H 2.83060 -3.98736 0.48194 0.0 0.0 0.0
H 5.38164 -1.11362 0.27413 0.0 0.0 0.0
H 4.22228 -1.27106 1.61306 0.0 0.0 0.0
H 4.33416 0.25682 0.70966 0.0 0.0 0.0
C 0.34487 -2.25835 3.82061 0.0 0.0 0.1
C 0.18591 -2.03474 2.46910 0.1 -0.2 0.0
N 0.78227 -1.01065 1.84940 0.2 0.5 -0.7
C 1.54302 -0.17473 2.55877 0.1 0.0 0.4
C 1.76348 -0.32283 3.92928 -0.2 0.0 -0.2
C 1.16095 -1.41089 4.55296 -0.1 0.1 0.0
C 2.68124 0.56047 4.67115 0.2 0.3 0.0
C 2.72865 1.89697 4.69701 -0.1 -0.3 0.1
C 1.73191 2.85422 4.18359 -0.2 0.4 -0.2
C 2.08195 4.18172 3.93800 0.0 -0.2 0.0
C 1.07486 5.03194 3.50783 0.1 0.0 0.0
N -0.18006 4.62240 3.36507 -0.3 0.2 -0.1
C -0.42825 3.35449 3.66566 0.1 0.1 -0.1
N 0.46272 2.45362 4.04082 0.1 -0.6 0.1
H -0.14981 -3.09745 4.28909 0.0 0.0 0.0
H -0.39451 -2.71478 1.85980 0.0 0.1 0.0
H 2.03758 0.61841 2.01222 -0.1 0.1 0.0
H 1.32017 -1.58819 5.60899 0.0 0.0 0.0
H 3.41633 0.02888 5.26606 0.1 0.0 -0.1
H 3.54738 2.36135 5.23381 0.0 -0.1 0.1
H 3.09612 4.52862 4.07988 0.0 0.0 0.0
H 1.26622 6.07477 3.27998 0.1 0.0 0.0
H -1.46016 3.02232 3.59558 0.0 0.0 0.0
N 1.19281 6.82715 -2.15850 0.0 -0.1 0.0
C 1.25248 5.73745 -1.80151 0.0 0.3 0.0
C 1.33802 4.37431 -1.37034 0.1 -0.2 0.0
C 0.33908 3.81001 -0.58836 0.0 0.0 0.1
C 0.46636 2.48229 -0.22078 0.2 0.2 0.1
N 1.50469 1.72296 -0.58334 -0.4 -0.2 0.1
C 2.46670 2.27850 -1.32693 0.1 -0.2 0.1
C 2.43369 3.59442 -1.73766 0.0 0.0 0.0
H -0.51343 4.38909 -0.26460 0.0 0.0 0.0
H -0.27587 2.01353 0.41416 -0.1 0.0 0.0
H 3.30388 1.63995 -1.58377 0.0 0.0 -0.1
H 3.23882 4.01430 -2.32361 0.0 0.0 0.0
C -4.03787 -4.54324 -4.17127 0.0 0.0 0.0
C -3.77973 -5.07620 -2.91571 0.0 0.0 0.0
C -2.96910 -4.39037 -2.02353 0.0 0.0 0.1
C -2.42796 -3.16729 -2.39848 0.4 0.2 0.3
C -2.65290 -2.64044 -3.66377 0.0 0.0 0.0
C -3.46796 -3.33563 -4.54704 0.0 0.0 -0.1
Sb -1.47469 -1.97861 -0.88745 -1.0 0.1 -0.7
C -3.22718 -1.32034 0.14717 0.4 -0.2 -0.1
C -4.42068 -1.26250 -0.56723 0.0 0.0 0.0
C -5.59534 -0.93833 0.09496 0.0 0.0 0.0
C -5.57992 -0.67325 1.45788 0.0 0.0 0.0
C -4.38415 -0.70381 2.16009 0.0 0.0 0.0
C -3.20481 -1.03861 1.50832 0.0 0.1 0.0
C -1.09366 -0.22058 -2.09247 0.3 -0.4 0.2
C -1.86195 0.94123 -2.03729 -0.1 0.1 0.0
C -1.52792 2.02862 -2.82913 -0.1 0.0 0.1
C -0.40517 1.98554 -3.65240 0.1 0.0 0.0
C 0.38566 0.85082 -3.69333 0.1 0.0 0.0
C 0.05439 -0.25476 -2.90901 -0.3 -0.1 -0.2
H -4.68343 -5.07289 -4.85857 0.0 0.0 0.0
H -4.21050 -6.02513 -2.62587 0.0 0.0 0.0
H -2.77594 -4.80616 -1.04158 -0.1 0.0 0.0
H -2.21595 -1.69619 -3.96265 -0.1 0.0 0.0
H -3.65936 -2.92198 -5.52838 0.0 0.0 0.0
H -4.44121 -1.47313 -1.63013 0.0 -0.1 0.0
H -6.52540 -0.89881 -0.45652 0.0 0.0 0.0
H -6.50205 -0.44012 1.97284 0.0 0.0 0.0
H -4.36747 -0.47372 3.21730 0.0 0.0 0.0
H -2.27870 -1.07769 2.06878 0.0 0.0 0.0
H -2.74482 0.97771 -1.40871 0.0 0.0 0.0
H -2.14995 2.91470 -2.80899 0.0 0.0 0.0
H -0.16124 2.83745 -4.27411 0.0 0.0 0.0
H 1.24283 0.80275 -4.35341 0.0 0.0 0.0
H 0.59140 -1.18817 -3.05149 0.0 0.0 0.0
```
Forces are in eV/Å.

Properties
Frontier orbital gap (spin up / spin down) in eV: 8.04 / 6.11
LUMO energy (spin up / spin down) in Eh: -0.202 / -0.286
2S+1: 3
HOMO energy (spin up / spin down) in Ha: -0.498 / -0.511
Net charge: +2
Maximum force in eV/A: 1.18